ORCA calculation (ωB97M-V with the def2-TZVPD basis set) on a molecular structure, C20H20N4S5Ti.

Output
frontier orbital gap (spin up / spin down): 0.2296 / 0.2295 hartree
LUMO energy (spin up / spin down): -0.614 / -0.615 eV
maximum force: 0.0189 hartree/bohr
relative energy (zero: lowest compared OMol25 entry of this formula, charge and spin): 69.1 kJ/mol

Last column: natural (NBO) charge in e.
Element x y z (Å)
1 H 0.247 -3.230 1.679  0.19
2 C 3.928 -0.332 1.412  -0.32
3 C 0.079 4.372 -2.093  -0.18
4 H -0.583 5.815 -0.641  0.22
5 N -2.141 -0.850 2.842  -0.46
6 H 2.519 1.973 0.851  0.26
7 H 2.330 1.644 2.582  0.25
8 H -3.521 -0.035 -5.301  0.21
9 N 1.693 -1.101 1.093  -0.70
10 H 0.032 5.065 -2.922  0.22
11 C -0.207 3.895 0.235  -0.19
12 C 0.195 2.588 0.002  -0.26
13 C -2.889 0.074 -3.264  -0.26
14 C -2.149 -0.510 -2.238  -0.05
15 S 1.023 0.485 -1.609  -0.12
16 C -1.332 -0.525 3.886  0.26
17 Ti -0.037 -0.730 0.150  1.00
18 C 2.130 -2.431 1.137  0.15
19 C 4.417 -1.649 1.096  -0.17
20 C 0.531 2.141 -1.280  -0.04
21 H -2.785 0.741 4.615  0.39
22 N -1.670 -1.546 1.717  -0.67
23 H 3.880 -3.671 0.727  0.22
24 N -1.978 0.185 4.850  -0.80
25 H -1.625 -2.548 1.893  0.38
26 C 2.080 1.294 1.581  -0.54
27 C -0.268 4.795 -0.817  -0.23
28 H -1.401 0.510 5.606  0.42
29 H -2.339 -1.368 0.962  0.43
30 C -1.435 -1.688 -2.503  -0.22
31 H 5.482 -1.818 1.005  0.21
32 S 0.270 1.468 1.382  0.34
33 H 1.563 -4.457 1.249  0.21
34 S -2.162 0.235 -0.636  -0.25
35 H -2.264 -2.127 -5.759  0.21
36 S -0.457 -2.492 -1.260  -0.06
37 H -3.140 -0.858 2.984  0.39
38 C -2.936 -0.502 -4.520  -0.21
39 C 2.601 -0.104 1.373  0.23
40 H -0.923 -3.164 -3.962  0.22
41 C 3.552 -2.661 0.930  -0.24
42 H 0.720 2.736 -3.323  0.23
43 C -1.485 -2.258 -3.772  -0.20
44 H -0.469 4.200 1.239  0.22
45 C 1.254 -3.428 1.348  -0.48
46 H 4.611 0.483 1.611  0.22
47 H -3.426 0.990 -3.058  0.22
48 C -2.233 -1.674 -4.777  -0.22
49 C 0.472 3.065 -2.323  -0.26
50 S 0.245 -0.998 4.019  -0.18


ORCA calculation (ωB97M-V with the def2-TZVPD basis set) on a molecular structure, C60H45BrGeN3OS3SeSiTc at a distorted geometry.

Output
frontier orbital gap: 0.2350 hartree
LUMO energy: -1.317 eV
maximum force: 0.0726 hartree/bohr

Last column: Löwdin charge in e.
Element x y z (Å)
1 C 2.099 -6.438 -1.457  -0.08
2 H 4.988 4.754 -1.284  0.10
3 C 0.777 -4.012 -1.866  -0.27
4 C -5.424 -0.228 -0.456  -0.13
5 H -0.501 -0.605 7.889  0.08
6 H 1.878 2.601 1.865  0.06
7 Ge -0.004 -2.259 -2.390  0.99
8 H 1.716 -3.404 -0.044  0.07
9 H 0.642 7.087 3.724  0.10
10 C -0.174 -1.598 7.629  -0.05
11 C -0.503 4.956 1.353  -0.22
12 C 2.888 -0.330 -5.622  -0.09
13 N 0.006 -1.104 4.164  0.02
14 C -5.309 -2.589 -0.122  -0.03
15 C 2.254 -5.397 -0.559  -0.08
16 H -1.149 7.488 -3.436  0.10
17 H 1.175 -4.358 9.023  0.10
18 C -6.046 -1.480 -0.426  -0.08
19 H -2.490 4.168 1.296  0.07
20 H 2.913 -5.514 0.288  0.10
21 Tc -0.714 0.642 -0.030  0.93
22 C -0.705 5.632 -4.406  -0.09
23 C 3.921 2.935 1.353  -0.08
24 H 0.009 -4.931 -3.644  0.10
25 C 2.843 -1.009 0.268  -0.15
26 H -4.662 -4.220 -3.200  0.11
27 H -3.726 -4.600 0.617  0.11
28 C 0.774 -4.114 6.934  -0.08
29 C 4.801 3.546 0.474  -0.10
30 C 0.272 -3.279 5.955  -0.01
31 C -1.235 -2.310 0.772  -0.17
32 C -0.315 4.315 -4.230  -0.08
33 C -1.930 -2.256 -2.852  -0.26
34 C 2.041 3.785 0.089  -0.24
35 C -0.218 -2.028 6.311  -0.22
36 C -4.664 -2.090 -3.355  -0.09
37 C -3.897 -0.939 -3.306  -0.09
38 H -5.781 -3.558 -0.075  0.12
39 H 2.561 4.971 -1.613  0.10
40 C 0.363 5.783 2.055  -0.09
41 H -1.951 -0.116 -2.973  0.09
42 H 0.370 -2.107 9.620  0.10
43 H -5.728 -2.021 -3.522  0.11
44 Br -3.247 1.591 -0.231  0.93
45 C -4.064 -3.322 -3.162  -0.08
46 H 3.562 0.153 -6.312  0.10
47 H 0.275 -3.576 4.919  0.11
48 C 1.155 -1.585 -3.853  -0.31
49 H 1.138 -7.085 -3.251  0.10
50 C 2.558 3.061 1.161  -0.11
51 H 4.298 2.366 2.191  0.11
52 C -3.209 -3.654 0.551  -0.03
53 H 4.239 1.363 -1.700  0.11
54 H 1.886 -1.438 0.518  0.03
55 C -0.228 4.645 -1.835  -0.22
56 C 4.151 0.576 -0.962  -0.10
57 H -5.996 0.662 -0.669  0.10
58 C 1.267 -6.272 -2.552  -0.08
59 H -1.341 -4.397 1.256  0.11
60 C -3.930 -2.509 0.164  -0.17
61 C -1.892 -3.541 0.891  -0.06
62 C -0.617 5.964 -2.031  -0.09
63 Se 1.360 0.685 -1.545  1.06
64 H -0.388 -0.457 -4.819  0.09
65 C 4.017 -1.428 0.867  -0.13
66 C -1.825 -0.406 5.378  -1.09
67 C -4.079 -0.150 -0.211  -0.54
68 C 0.085 -0.700 -1.173  -0.67
69 H -2.249 -4.367 -2.740  0.09
70 C -0.085 3.835 -2.955  -0.11
71 S 0.470 0.269 1.982  0.71
72 C -0.057 6.467 3.180  -0.08
73 C -3.257 -1.253 0.097  -0.23
74 C 1.588 -4.200 -0.758  -0.11
75 H 4.438 -1.452 -4.673  0.10
76 H 6.238 0.503 -0.470  0.11
77 O -0.555 2.539 0.003  -0.61
78 H 1.149 0.663 -6.387  0.10
79 N -0.708 -1.182 5.291  -0.16
80 C 4.307 4.272 -0.596  -0.09
81 H -0.903 6.012 -5.398  0.10
82 C -2.706 -3.404 -2.913  -0.10
83 H -0.740 6.611 -1.173  0.10
84 C -0.459 -0.256 3.323  -1.01
85 C -1.804 4.820 1.818  -0.09
86 C 1.533 -0.050 -5.669  -0.08
87 H 2.628 -7.369 -1.312  0.10
88 C 0.328 -2.446 8.598  -0.07
89 C -0.856 6.456 -3.303  -0.09
90 C -1.855 -1.145 0.347  -0.26
91 H 1.158 -5.086 6.669  0.10
92 H 5.867 3.464 0.631  0.10
93 C -1.363 6.335 3.619  -0.09
94 H -0.177 3.669 -5.087  0.10
95 C 2.917 0.018 -0.657  -0.47
96 H -0.188 -2.279 1.047  0.06
97 Si 0.154 3.951 -0.107  0.47
98 C -2.542 -1.024 -3.050  -0.14
99 N 5.197 -0.891 0.606  0.07
100 C 0.791 -3.704 8.256  -0.09
101 S -2.883 -0.340 6.617  0.62
102 H 1.384 5.880 1.718  0.10
103 H 2.896 -2.579 -3.106  0.10
104 C 2.516 -1.861 -3.820  -0.12
105 C 0.625 -5.065 -2.763  -0.12
106 H 0.215 2.797 -2.831  0.04
107 C -2.237 5.502 2.941  -0.08
108 S -1.968 0.510 3.867  0.97
109 H -7.103 -1.553 -0.632  0.11
110 C 0.673 -0.670 -4.781  -0.12
111 H 4.013 -2.227 1.596  0.11
112 C 3.380 -1.237 -4.701  -0.08
113 C 2.940 4.389 -0.783  -0.09
114 H -4.358 0.027 -3.455  0.11
115 C 5.256 0.087 -0.281  -0.15
116 H -3.249 5.374 3.302  0.10
117 H -1.694 6.878 4.492  0.10


ORCA calculation (ωB97M-V with the def2-TZVPD basis set) on 11 unconnected molecules or ions with the total composition C6H35NO10S at a distorted geometry.

Output
frontier orbital gap: 0.3298 hartree
LUMO energy: 0.070 eV
maximum force: 0.0477 hartree/bohr
relative energy (zero: lowest compared OMol25 entry of this formula, charge and spin): 234.0 kJ/mol

Last column: natural (NBO) charge in e.
Element x y z (Å)
1 H -0.943 -3.235 -2.267  0.51
2 H 2.263 0.753 2.029  0.48
3 H 3.539 0.784 2.912  0.48
4 H -1.482 -4.394 -0.250  0.49
5 H -0.243 -3.633 -3.525  0.47
6 H -0.783 3.091 -1.684  0.22
7 H 2.394 1.416 -3.126  0.21
8 H 3.310 2.627 -2.122  0.21
9 O -3.239 -1.502 -1.837  -0.94
10 H -1.837 0.144 2.826  0.50
11 H 0.382 4.224 -0.948  0.19
12 H 1.226 2.308 3.955  0.47
13 O -3.583 -2.200 1.754  -0.96
14 H 1.354 -2.902 -2.403  0.49
15 O -1.989 -4.003 -0.972  -0.97
16 N 0.877 0.254 -0.025  -0.67
17 H -1.368 1.965 1.768  0.51
18 O 1.371 1.377 3.817  -0.97
19 H -2.745 -1.823 1.992  0.48
20 O -0.724 1.265 1.945  -1.05
21 C 2.347 2.336 -2.552  -0.61
22 H 1.893 2.613 -0.566  0.22
23 H 0.144 -1.565 -0.912  0.21
24 H 2.285 -1.898 -2.909  0.45
25 H 2.254 3.128 -3.303  0.20
26 H -4.146 -1.837 -1.814  0.48
27 O 3.209 0.668 2.015  -0.97
28 C 1.269 2.341 -1.417  -0.25
29 O -2.690 -0.142 3.197  -0.99
30 C 0.634 0.945 -1.283  -0.22
31 O -1.318 3.855 1.627  -0.96
32 O 2.267 -2.615 -2.261  -0.97
33 H -3.279 -0.600 -1.473  0.47
34 H -1.969 4.457 1.232  0.49
35 C 1.032 -1.939 0.985  -0.50
36 H -2.537 -0.473 4.085  0.47
37 O -0.300 -2.889 -2.923  -0.98
38 H -0.745 -0.917 0.588  0.20
39 H 1.701 -4.224 1.328  0.13
40 H 0.864 0.362 -2.190  0.18
41 H 1.872 0.097 0.074  0.39
42 H 0.769 -1.676 2.008  0.21
43 H 0.604 4.117 -2.516  0.22
44 C 0.186 -1.049 0.038  -0.24
45 H 0.528 1.094 3.426  0.50
46 H -0.150 1.200 1.116  0.51
47 H -2.537 -3.317 -0.568  0.50
48 S 0.819 -3.694 0.470  -0.07
49 H 2.097 -1.874 0.772  0.23
50 H -4.219 -1.502 1.899  0.48
51 H -0.453 4.006 1.236  0.49
52 C 0.231 3.468 -1.726  -0.62
53 H -0.439 1.008 -1.520  0.19


ORCA calculation (ωB97M-V with the def2-TZVPD basis set) on a single C23H21N5O2S molecule at a distorted geometry.

Output
frontier orbital gap: 0.2960 hartree
LUMO energy: -0.123 eV
maximum force: 0.0200 hartree/bohr
relative energy (zero: lowest compared OMol25 entry of this formula, charge and spin): 0.0 kJ/mol

Last column: natural (NBO) charge in e.
Element x y z (Å)
1 H -0.096 -0.744 -4.199  0.21
2 H 1.405 -0.690 -3.279  0.21
3 C -1.306 -0.681 1.502  -0.18
4 C 2.821 -0.639 0.908  -0.16
5 S -1.847 2.532 -1.559  0.35
6 C 0.606 3.782 1.307  -0.40
7 C -2.443 -0.468 -1.908  0.70
8 C -1.333 0.689 1.844  0.24
9 H 3.719 -0.736 2.881  0.23
10 H -1.514 -3.734 -2.618  0.22
11 H -0.090 -0.103 -2.562  0.21
12 C -1.728 -1.027 0.171  0.43
13 H -0.872 -2.664 2.138  0.23
14 C 2.696 1.085 2.554  0.07
15 H -1.466 4.459 -0.147  0.24
16 H 3.170 -1.614 0.608  0.22
17 H -3.317 -2.410 -1.818  0.24
18 N 0.800 2.066 -0.332  -0.55
19 C -2.314 -1.973 -1.730  -0.18
20 C 0.883 -3.288 -3.491  -0.60
21 C 1.594 1.397 0.464  0.41
22 C -0.515 -1.225 3.699  -0.23
23 C 0.065 -2.279 -2.685  -0.23
24 C 1.510 3.137 2.192  0.63
25 C 2.079 0.123 0.062  -0.19
26 H 2.898 1.546 3.510  0.25
27 H -0.188 -1.956 4.423  0.22
28 C -1.873 1.347 -0.289  0.33
29 N -1.850 -2.171 -0.377  -0.45
30 H -0.286 0.427 5.046  0.22
31 H -1.013 2.118 3.398  0.23
32 C -0.977 1.072 3.140  -0.23
33 N 1.948 1.849 1.717  -0.40
34 H -1.807 -2.411 -3.762  0.22
35 C -0.823 3.810 -0.737  -0.56
36 H 0.737 -4.296 -3.112  0.21
37 C -0.888 -1.627 2.434  -0.14
38 H 1.943 -3.052 -3.433  0.21
39 C 3.135 -0.146 2.194  -0.28
40 C 0.245 3.203 0.119  0.30
41 C -0.570 0.121 4.051  -0.18
42 C 0.333 -0.868 -3.207  -0.62
43 N -2.065 0.046 -0.674  -0.51
44 O -2.821 0.186 -2.843  -0.54
45 H 1.806 -0.205 -0.926  0.23
46 H 0.585 -3.265 -4.537  0.20
47 H 0.176 4.712 1.638  0.23
48 H -0.391 4.371 -1.567  0.25
49 H 0.371 -2.343 -1.634  0.20
50 C -1.418 -2.658 -2.773  -0.38
51 O 1.899 3.525 3.275  -0.62
52 N -1.611 1.670 0.925  -0.54


ORCA calculation (ωB97M-V with the def2-TZVPD basis set) on 2 unconnected molecules or ions with the total composition C4H10N2 at a distorted geometry.

Output
frontier orbital gap: 0.3807 hartree
LUMO energy: 1.101 eV
maximum force: 0.0439 hartree/bohr
relative energy (zero: lowest compared OMol25 entry of this formula, charge and spin): 315.6 kJ/mol

Last column: natural (NBO) charge in e.
Element x y z (Å)
1 H -1.949 -0.286 1.627  0.14
2 C 2.174 0.708 -0.176  -0.45
3 H -2.106 1.366 -1.580  0.21
4 H -2.444 1.654 0.111  0.19
5 H 1.264 0.839 -0.775  0.19
6 C -1.787 1.100 -0.568  -0.45
7 N 1.807 -0.331 0.793  -0.40
8 H 1.528 -1.677 -0.752  0.12
9 N -1.808 -0.346 -0.404  -0.40
10 H 2.341 1.618 0.401  0.21
11 H 3.003 0.475 -0.831  0.20
12 C -2.196 -0.825 0.694  -0.05
13 C 1.630 -1.487 0.325  -0.05
14 H 1.787 -2.490 0.722  0.18
15 H -0.797 1.551 -0.461  0.20
16 H -2.446 -1.870 0.875  0.17


Question: The highest maximum force belongs to which entry?
Answer: C60H45BrGeN3OS3SeSiTc


Question: maximum force of number 2 (C60H45BrGeN3OS3SeSiTc)?
Answer: 0.0726 hartree/bohr


Please write out number 5 again, unchanged.
ORCA calculation (ωB97M-V with the def2-TZVPD basis set) on 2 unconnected molecules or ions with the total composition C4H10N2 at a distorted geometry.

Output
frontier orbital gap: 0.3807 hartree
LUMO energy: 1.101 eV
maximum force: 0.0439 hartree/bohr
relative energy (zero: lowest compared OMol25 entry of this formula, charge and spin): 315.6 kJ/mol

Last column: natural (NBO) charge in e.
Element x y z (Å)
1 H -1.949 -0.286 1.627  0.14
2 C 2.174 0.708 -0.176  -0.45
3 H -2.106 1.366 -1.580  0.21
4 H -2.444 1.654 0.111  0.19
5 H 1.264 0.839 -0.775  0.19
6 C -1.787 1.100 -0.568  -0.45
7 N 1.807 -0.331 0.793  -0.40
8 H 1.528 -1.677 -0.752  0.12
9 N -1.808 -0.346 -0.404  -0.40
10 H 2.341 1.618 0.401  0.21
11 H 3.003 0.475 -0.831  0.20
12 C -2.196 -0.825 0.694  -0.05
13 C 1.630 -1.487 0.325  -0.05
14 H 1.787 -2.490 0.722  0.18
15 H -0.797 1.551 -0.461  0.20
16 H -2.446 -1.870 0.875  0.17


Question: Which of these has the highest maximum force?
Answer: C60H45BrGeN3OS3SeSiTc